1.
Density functional theory data (the ωB97M-V functional and the def2-TZVPD basis) for 14 unconnected molecules or ions with the total composition C46H129N9O14 in a non-equilibrium geometry.

Output
HOMO-LUMO gap = 9.28 eV
total charge = 0

```
198
C46H129N9O14 (the ωB97M-V functional and the def2-TZVPD basis)
C 21.64 19.39 12.27
C 22.94 19.10 11.52
C 23.76 20.33 11.38
O 24.80 20.09 10.42
C 25.73 21.13 10.24
N 23.71 18.13 12.30
H 21.00 18.50 12.26
H 21.05 20.24 11.92
H 21.95 19.55 13.31
H 22.71 18.75 10.50
H 24.13 20.57 12.38
H 23.11 21.17 11.04
H 25.27 22.09 9.95
H 26.40 20.82 9.43
H 26.37 21.27 11.16
H 23.39 17.17 12.17
H 24.67 18.16 11.99
C 23.99 17.57 19.93
C 22.97 18.07 18.92
C 21.95 16.98 18.57
O 22.52 15.81 18.05
C 21.70 14.68 18.05
N 22.20 19.17 19.51
H 24.50 16.69 19.60
H 23.49 17.13 20.81
H 24.61 18.41 20.21
H 23.50 18.42 18.02
H 21.26 17.41 17.82
H 21.38 16.68 19.47
H 21.53 14.25 19.04
H 22.22 13.92 17.44
H 20.71 14.89 17.60
H 21.37 19.46 19.00
H 22.79 19.98 19.75
C 24.59 11.33 13.83
C 24.12 10.92 12.37
C 25.23 10.38 11.49
O 25.66 9.14 12.10
C 26.67 8.39 11.38
N 22.99 10.07 12.30
H 25.37 12.10 13.75
H 24.84 10.51 14.49
H 23.63 11.73 14.19
H 23.82 11.84 11.80
H 26.13 11.00 11.45
H 24.84 10.22 10.49
H 27.01 7.54 11.98
H 27.62 8.94 11.26
H 26.31 8.00 10.42
H 22.24 10.34 12.97
H 23.21 9.14 12.68
C 17.13 16.56 18.59
C 18.33 17.43 18.98
C 17.95 18.93 19.01
O 17.53 19.39 17.73
C 17.23 20.73 17.79
N 19.04 17.02 20.17
H 17.40 15.51 18.59
H 16.82 16.79 17.54
H 16.28 16.75 19.26
H 19.11 17.42 18.23
H 18.86 19.50 19.28
H 17.19 19.13 19.77
H 16.71 21.03 16.86
H 18.18 21.27 17.84
H 16.59 20.97 18.67
H 18.55 17.21 21.04
H 19.95 17.45 20.18
C 13.66 19.22 17.79
C 13.73 18.19 16.71
C 12.61 18.27 15.75
O 11.41 17.83 16.43
C 10.19 18.21 15.85
N 14.91 18.51 15.91
H 13.66 20.24 17.41
H 14.48 19.14 18.48
H 12.75 19.09 18.40
H 13.75 17.19 17.16
H 12.82 17.67 14.86
H 12.42 19.33 15.50
H 10.10 19.29 15.68
H 9.38 17.97 16.56
H 10.00 17.76 14.88
H 15.78 18.68 16.39
H 15.12 17.77 15.23
C 26.05 20.66 15.32
C 24.81 19.97 15.86
C 23.43 20.66 15.62
O 22.41 19.70 16.00
C 21.12 20.31 15.95
N 24.83 18.55 15.40
H 26.98 20.20 15.64
H 26.06 21.71 15.67
H 26.09 20.75 14.25
H 24.92 19.93 16.96
H 23.20 21.06 14.62
H 23.41 21.57 16.22
H 21.11 21.22 16.58
H 20.35 19.63 16.31
H 20.83 20.56 14.93
H 24.59 18.45 14.43
H 24.09 18.11 15.95
C 20.32 13.17 10.93
C 19.99 11.89 10.22
C 21.06 11.43 9.26
O 20.54 10.29 8.55
C 21.56 9.37 8.24
N 19.74 10.86 11.24
H 20.46 13.96 10.21
H 21.22 13.05 11.51
H 19.49 13.42 11.63
H 19.06 11.96 9.61
H 21.93 11.11 9.85
H 21.33 12.31 8.62
H 22.14 9.10 9.12
H 22.26 9.70 7.45
H 21.12 8.47 7.84
H 19.64 9.98 10.75
H 20.60 10.84 11.80
C 14.85 14.11 15.19
C 15.60 14.94 14.17
C 15.98 14.00 12.99
O 16.82 12.97 13.46
C 16.84 11.76 12.63
N 14.83 16.09 13.65
H 15.44 13.27 15.50
H 13.94 13.74 14.72
H 14.60 14.75 16.03
H 16.55 15.30 14.56
H 16.51 14.64 12.26
H 15.10 13.64 12.46
H 17.39 11.94 11.69
H 15.83 11.41 12.45
H 17.48 11.08 13.21
H 15.39 16.51 12.91
H 13.98 15.75 13.23
C 21.22 14.12 14.46
C 20.96 15.62 14.20
C 19.51 16.10 14.53
O 19.46 17.53 14.33
C 18.22 18.12 14.47
N 21.98 16.34 15.00
H 22.27 13.96 14.25
H 20.57 13.47 13.88
H 20.99 13.94 15.52
H 21.07 15.89 13.15
H 19.20 15.83 15.54
H 18.83 15.63 13.79
H 17.53 17.73 13.72
H 18.38 19.20 14.31
H 17.86 18.06 15.47
H 22.04 16.00 15.93
H 21.69 17.32 14.98
C 14.31 19.83 12.92
C 15.64 20.58 12.93
O 16.51 20.21 11.86
H 14.52 18.76 12.95
H 13.76 20.05 11.99
H 13.75 20.08 13.82
H 16.26 20.28 13.78
H 15.60 21.69 12.99
H 16.12 20.45 11.02
C 21.57 8.37 15.84
C 20.74 9.66 15.88
O 20.93 10.40 14.68
H 22.65 8.57 15.85
H 21.37 7.92 14.86
H 21.31 7.64 16.61
H 20.99 10.27 16.76
H 19.69 9.33 15.95
H 20.33 11.15 14.76
C 18.93 16.90 10.74
C 17.47 16.62 10.44
O 16.68 17.14 11.49
H 19.08 17.95 11.08
H 19.54 16.77 9.82
H 19.38 16.31 11.55
H 17.37 15.55 10.38
H 17.19 17.05 9.46
H 16.84 18.08 11.54
C 18.84 11.99 17.85
C 17.96 12.24 16.64
O 18.70 11.99 15.44
H 18.22 12.31 18.69
H 19.81 12.50 17.77
H 19.03 10.93 17.94
H 17.56 13.25 16.64
H 17.11 11.53 16.63
H 18.18 12.38 14.71
C 25.33 14.68 15.72
C 25.42 15.01 14.24
O 24.17 15.13 13.64
H 24.68 13.83 15.90
H 24.98 15.60 16.25
H 26.29 14.45 16.17
H 25.98 14.25 13.69
H 26.03 15.91 14.11
H 23.66 15.78 14.18
```



2.
Density functional theory data (the ωB97M-V functional and the def2-TZVPD basis) for 23 unconnected molecules or ions with the total composition C46H138O46 in a non-equilibrium geometry.

Output
HOMO-LUMO gap = 9.64 eV
total charge = 0

```
230
C46H138O46 (the ωB97M-V functional and the def2-TZVPD basis)
C 6.83 0.18 -0.52
C 6.35 -0.25 0.83
O 5.03 -0.67 0.84
O 7.80 1.19 -0.45
H 5.97 0.57 -1.10
H 7.19 -0.67 -1.13
H 6.45 0.57 1.54
H 6.87 -1.08 1.30
H 4.93 -1.51 0.30
H 7.27 2.00 -0.41
C 4.52 -1.03 5.22
C 3.40 -0.13 4.74
O 2.07 -0.66 4.87
O 4.31 -1.34 6.53
H 5.53 -0.60 4.99
H 4.36 -1.92 4.60
H 3.56 -0.02 3.70
H 3.37 0.87 5.16
H 1.91 -0.93 5.82
H 4.66 -2.19 6.70
C 2.89 1.60 1.77
C 2.33 3.00 1.62
O 0.98 3.02 1.15
O 3.12 1.09 0.44
H 2.19 0.97 2.37
H 3.85 1.62 2.32
H 2.96 3.62 0.95
H 2.30 3.46 2.62
H 0.97 3.15 0.22
H 3.82 0.42 0.44
C -8.59 -0.30 1.98
C -7.02 -0.35 2.00
O -6.66 -0.23 0.63
O -9.07 -1.31 1.13
H -8.83 0.73 1.72
H -9.06 -0.50 2.97
H -6.74 -1.30 2.34
H -6.52 0.36 2.69
H -5.69 -0.14 0.51
H -8.49 -1.38 0.36
C 2.68 -5.50 -1.88
C 2.40 -5.65 -3.36
O 3.11 -4.82 -4.22
O 2.43 -4.19 -1.40
H 3.73 -5.65 -1.69
H 2.12 -6.28 -1.37
H 1.33 -5.52 -3.50
H 2.65 -6.69 -3.59
H 2.88 -3.92 -3.96
H 1.44 -4.08 -1.31
C -4.82 2.85 -4.19
C -3.93 1.85 -4.98
O -3.04 0.99 -4.28
O -5.64 2.22 -3.29
H -5.37 3.37 -4.95
H -4.24 3.66 -3.74
H -3.37 2.43 -5.70
H -4.53 1.16 -5.56
H -2.38 1.48 -3.72
H -5.63 2.68 -2.44
C -1.37 -5.90 0.63
C -1.06 -5.70 -0.83
O -0.20 -4.57 -0.97
O -2.04 -4.74 1.13
H -0.44 -5.97 1.20
H -1.98 -6.82 0.79
H -2.00 -5.61 -1.39
H -0.52 -6.56 -1.23
H -0.76 -3.79 -0.85
H -1.88 -4.73 2.10
C -4.69 2.66 1.06
C -3.85 3.80 1.68
O -2.54 3.25 1.68
O -4.42 2.40 -0.30
H -5.74 2.93 1.14
H -4.49 1.82 1.73
H -4.10 3.96 2.71
H -3.90 4.60 0.96
H -1.96 3.99 1.76
H -3.67 1.81 -0.35
C -2.33 -0.74 -7.34
C -2.70 -1.58 -8.50
O -3.88 -1.06 -9.05
O -3.17 -1.13 -6.26
H -2.44 0.33 -7.53
H -1.26 -0.89 -7.13
H -2.84 -2.66 -8.22
H -1.97 -1.57 -9.31
H -4.37 -0.47 -8.46
H -3.02 -0.51 -5.48
C -0.55 -2.81 -3.86
C -1.67 -3.85 -4.16
O -2.97 -3.29 -4.35
O -0.19 -2.02 -5.00
H 0.31 -3.45 -3.58
H -0.77 -2.11 -3.02
H -1.80 -4.46 -3.26
H -1.26 -4.45 -5.02
H -2.98 -2.76 -5.15
H 0.66 -1.58 -4.80
C -3.40 2.18 6.50
C -3.25 1.38 5.16
O -4.42 1.33 4.40
O -3.72 3.53 6.33
H -2.41 2.02 7.00
H -4.22 1.64 7.01
H -2.97 0.39 5.50
H -2.46 1.84 4.55
H -4.76 2.25 4.44
H -4.49 3.79 6.87
C -0.27 -0.50 7.85
C -1.15 -1.02 6.72
O -0.95 -0.38 5.47
O 1.13 -0.70 7.45
H -0.54 -1.10 8.73
H -0.34 0.56 7.97
H -2.20 -0.76 6.98
H -1.03 -2.11 6.54
H -0.02 -0.12 5.39
H 1.62 -0.91 8.25
C -1.11 3.57 -2.80
C 0.42 3.67 -2.94
O 1.00 3.37 -1.69
O -1.43 2.25 -2.63
H -1.57 4.05 -3.64
H -1.35 4.19 -1.93
H 0.70 4.67 -3.23
H 0.75 2.96 -3.67
H 1.02 2.38 -1.57
H -1.48 2.07 -1.65
C 4.70 3.67 -1.67
C 5.10 3.36 -3.06
O 5.92 4.40 -3.52
O 5.88 3.64 -0.83
H 3.95 3.00 -1.31
H 4.32 4.68 -1.61
H 4.17 3.32 -3.66
H 5.64 2.40 -3.10
H 5.36 5.19 -3.62
H 6.58 4.15 -1.24
C 3.51 0.32 -3.08
C 3.42 -1.18 -2.89
O 2.70 -1.74 -3.94
O 4.21 0.53 -4.26
H 4.15 0.71 -2.27
H 2.54 0.79 -3.12
H 2.91 -1.33 -1.97
H 4.43 -1.61 -2.85
H 3.26 -1.57 -4.69
H 4.01 1.31 -4.77
C 1.69 0.20 -6.74
C 1.14 1.06 -5.66
O 1.98 2.19 -5.49
O 1.89 1.02 -7.86
H 1.02 -0.64 -6.86
H 2.66 -0.17 -6.42
H 1.07 0.54 -4.71
H 0.12 1.28 -5.95
H 2.18 2.48 -6.35
H 1.61 0.58 -8.64
C 5.56 -4.06 0.00
C 5.23 -4.56 1.37
O 4.07 -5.32 1.53
O 4.62 -2.99 -0.41
H 5.58 -4.91 -0.71
H 6.50 -3.57 -0.02
H 5.10 -3.74 2.04
H 6.03 -5.27 1.64
H 3.33 -4.75 1.45
H 3.75 -3.37 -0.76
C -3.71 -3.24 3.27
C -3.57 -1.77 3.45
O -2.53 -1.37 2.62
O -2.51 -3.91 3.64
H -3.97 -3.39 2.22
H -4.51 -3.73 3.84
H -3.34 -1.55 4.48
H -4.52 -1.29 3.26
H -2.16 -0.55 3.02
H -1.79 -3.26 3.55
C -3.32 -2.27 -1.09
C -3.62 -0.85 -1.17
O -3.93 -0.30 0.09
O -2.16 -2.46 -0.32
H -3.24 -2.68 -2.10
H -4.14 -2.85 -0.63
H -4.47 -0.73 -1.88
H -2.75 -0.31 -1.58
H -3.30 -0.66 0.78
H -2.18 -3.27 0.23
C -0.67 4.75 5.00
C -0.47 4.21 6.40
O 0.17 2.94 6.27
O 0.63 4.88 4.47
H -1.25 5.70 5.05
H -1.33 4.04 4.46
H -1.43 4.22 6.83
H 0.21 4.90 6.97
H 0.90 3.06 5.65
H 0.57 5.36 3.63
C 1.93 -2.33 1.99
C 0.77 -3.23 1.52
O 1.21 -4.61 1.75
O 2.37 -2.77 3.27
H 1.66 -1.31 2.10
H 2.77 -2.48 1.31
H 0.53 -3.13 0.44
H -0.17 -3.05 2.04
H 1.59 -4.65 2.62
H 2.12 -2.13 3.93
C -0.25 6.13 0.47
C 1.16 6.64 0.39
O 2.08 5.61 0.08
O -0.45 5.19 1.46
H -0.46 5.72 -0.55
H -0.99 6.92 0.55
H 1.44 7.04 1.36
H 1.11 7.42 -0.42
H 1.82 5.11 -0.69
H 0.11 4.43 1.24
C -0.86 0.36 0.48
C 0.06 -0.25 -0.62
O 1.11 0.56 -1.08
O -1.54 1.47 0.01
H -0.20 0.66 1.33
H -1.50 -0.47 0.78
H -0.47 -0.48 -1.53
H 0.40 -1.18 -0.13
H 1.79 0.65 -0.42
H -1.85 2.02 0.79
```